C29H30F3N4O3S2Zr | ωB97M-V/def2-TZVPD

Structure (ORCA input):
```
! RIJCOSX wB97M-V def2-TZVPD def2/J DEFGRID3
* xyz 1 1
Zr 0.6025 0.0440 0.2526
C -1.1205 0.2708 2.8789
N -0.0039 -0.5978 2.4186
C -0.4328 -2.0123 2.5435
C 1.1861 -0.2906 3.2254
C 1.5160 -0.9664 4.3829
C 2.6188 -0.5677 5.1268
C 3.3589 0.5291 4.7178
C 3.0294 1.2123 3.5554
C 1.9550 0.7940 2.7780
N 1.4990 1.3755 1.5893
C 2.2873 1.9841 0.6141
C 3.6868 1.9790 0.5389
C 4.3301 2.5143 -0.5574
C 3.6068 3.0499 -1.6184
C 2.2249 3.0423 -1.5826
C 1.5578 2.5091 -0.4832
N 0.1169 2.3914 -0.4003
C -0.4690 3.2557 0.6561
C -0.5895 2.7262 -1.6482
H -1.3292 0.0817 3.9335
H -0.8473 1.3178 2.7620
H -2.0137 0.0537 2.2945
H -0.8582 -2.2011 3.5307
H -1.1951 -2.2183 1.7943
H 0.4139 -2.6713 2.3783
H 0.9285 -1.8103 4.7169
H 2.8852 -1.1084 6.0238
H 4.2035 0.8624 5.3056
H 3.5976 2.0860 3.2689
H 4.2609 1.5254 1.3320
H 5.4113 2.5055 -0.5940
H 4.1193 3.4748 -2.4703
H 1.6709 3.4680 -2.4067
H -0.4030 4.3028 0.3524
H -1.5182 2.9872 0.7778
H 0.0587 3.1239 1.5932
H -0.5476 3.8025 -1.8329
H -0.1602 2.2115 -2.5007
H -1.6312 2.4312 -1.5371
F -3.4830 -2.0468 -2.5744
C -3.1463 -0.9877 -3.3216
F -3.5237 -1.2463 -4.5832
F -3.8648 0.0622 -2.8947
C -1.6653 -0.7042 -3.2513
C -0.8868 -0.7594 -4.3889
C 0.4795 -0.5006 -4.3195
C 1.0169 -0.1812 -3.0971
N 0.2602 -0.0958 -1.9956
C -1.0622 -0.3734 -2.0275
S -1.8615 -0.2643 -0.4888
H -1.3462 -1.0084 -5.3357
H 1.1032 -0.5534 -5.1993
H 2.0717 0.0338 -2.9699
C 4.0789 -4.5502 -5.3258
C 3.5987 -3.9665 -4.0281
C 4.5043 -3.5507 -3.0513
C 4.0608 -3.0460 -1.8427
C 2.6925 -2.9407 -1.6204
C 1.7681 -3.3442 -2.5717
C 2.2328 -3.8567 -3.7697
S 2.1852 -2.2863 -0.0864
O 2.5587 -0.8195 -0.0698
O 2.7510 -3.0010 1.0074
O 0.6883 -2.2087 -0.0963
H 5.1502 -4.4095 -5.4543
H 3.5663 -4.0972 -6.1745
H 3.8734 -5.6216 -5.3551
H 5.5675 -3.6350 -3.2348
H 4.7580 -2.7414 -1.0725
H 0.7083 -3.2689 -2.3641
H 1.5229 -4.1887 -4.5177
*
```

Calculated values
Highest occupied orbital energy, eV: -10.48
Orbital gap, eV: 7.54
ΔE to the lowest compared entry with this formula, charge and spin, kJ/mol: 22.21
Maximum force, eV/A: 1.01

=====

C5H12N2O | ωB97M-V/def2-TZVPD

Structure (ORCA input):
```
! RIJCOSX wB97M-V def2-TZVPD def2/J DEFGRID3
* xyz 0 1
C -1.2145 -0.7356 -1.3161
C -0.2140 -1.0556 -0.4787
N -0.3297 -2.1521 0.3513
C 1.1720 -0.3719 -0.5671
C 2.2171 -0.7572 0.1863
N 1.3477 0.6139 -1.5259
H -2.1144 -1.3382 -1.3701
H -1.2000 0.1454 -1.9449
H -1.2905 -2.4449 0.5003
H 0.1597 -2.0184 1.2318
H 3.1783 -0.2564 0.1248
H 2.1552 -1.5445 0.9279
H 0.8994 0.3619 -2.4033
H 2.3246 0.8440 -1.6874
C -1.4688 2.0192 1.3236
O -0.6049 1.0588 1.9063
H -2.0545 1.5473 0.5300
H -2.1528 2.4080 2.0812
H -0.8822 2.8417 0.9063
H 0.0723 0.8347 1.2234
*
```

Calculated values
Highest occupied orbital energy, eV: -8.40
Orbital gap, eV: 9.33
SMILES: C=C(N)C(=C)N.CO
ΔE to the lowest compared entry with this formula, charge and spin, kJ/mol: 245.95
Maximum force, eV/A: 1.60

=====

C4H11NO2 | ωB97M-V/def2-TZVPD

Structure (ORCA input):
```
! RIJCOSX wB97M-V def2-TZVPD def2/J DEFGRID3
* xyz 1 2
O -0.3804 -1.0891 -1.2932
C 0.8523 -0.5879 -1.3674
O 1.6643 -0.7302 -0.4944
C 1.0559 0.1124 -2.6711
H 2.0657 -0.0825 -3.0396
H 0.3946 -0.2535 -3.4543
H 0.8967 1.1886 -2.5952
C -0.4104 1.3489 1.1649
C -1.0398 0.1378 1.8150
N -0.4756 -1.1262 1.3573
H -0.5985 2.2272 1.7772
H 0.6802 1.2234 1.1617
H -0.7242 1.4822 0.1293
H -0.9370 0.1998 2.9103
H -2.1111 0.1800 1.6054
H -0.5541 -1.1690 -0.2946
H -0.9111 -1.9441 1.7892
H 0.5325 -1.1177 1.4995
*
```

Calculated values
Highest occupied orbital energy (alpha / beta), eV: -16.52 / -14.91
Orbital gap (alpha / beta), eV: 13.47 / 5.34
<S²>: 0.759
ΔE to the lowest compared entry with this formula, charge and spin, kJ/mol: 53.85
Maximum force, eV/A: 2.00

=====

C9H9N3 | ωB97M-V/def2-TZVPD

Structure (ORCA input):
```
! RIJCOSX wB97M-V def2-TZVPD def2/J DEFGRID3
* xyz 0 1
C 0.2892 -2.3952 -0.6216
C 1.1187 -1.2696 -0.0729
N 2.3162 -1.4678 0.6026
C 2.6957 -0.2370 1.0817
N 1.9341 0.7383 0.8404
C 0.8538 0.0947 0.0698
C -0.3154 0.7994 -0.2128
C -1.4517 0.3317 -1.0018
C -2.5984 1.0507 -0.7894
N -2.8628 2.1118 -0.0060
C -1.7434 2.6195 0.4922
C -0.4614 1.9178 0.5368
H -0.0471 -2.1962 -1.7010
H 0.8221 -3.4809 -0.5604
H -0.5790 -2.4546 0.2512
H 2.7865 -2.2877 0.4098
H 3.7193 -0.1668 1.5321
H -1.3955 -0.3211 -1.8125
H -3.5835 0.8024 -1.2057
H -1.9026 3.4981 1.0934
H 0.4053 2.3127 1.0740
*
```

Calculated values
Highest occupied orbital energy, eV: -8.21
Orbital gap, eV: 8.82
SMILES: Cc1[nH]cnc1-c1ccncc1
ΔE to the lowest compared entry with this formula, charge and spin, kJ/mol: 235.76
Maximum force, eV/A: 4.34

=====

C36H72O9 | ωB97M-V/def2-TZVPD

Structure (ORCA input):
```
! RIJCOSX wB97M-V def2-TZVPD def2/J DEFGRID3
* xyz 0 1
C 9.9104 28.4810 -10.8152
C 10.6393 27.5617 -9.8816
C 11.2415 26.4766 -10.6908
O 10.7220 26.7638 -12.0134
C 9.5726 27.6150 -12.0157
H 10.5778 29.2670 -11.1687
H 9.0206 28.9848 -10.4374
H 9.9680 27.2106 -9.0979
H 11.3756 28.1124 -9.2962
H 10.8974 25.4774 -10.4234
H 12.3136 26.5980 -10.5363
H 8.6851 27.0139 -11.8180
H 9.5056 28.1183 -12.9802
C 13.1787 19.7598 -14.5998
C 12.5366 19.0016 -15.8125
C 13.6165 19.5321 -16.8333
O 13.5989 20.9228 -16.4736
C 13.5520 21.1279 -15.0522
H 14.0202 19.1433 -14.2837
H 12.5352 19.9433 -13.7394
H 11.4996 19.2520 -16.0360
H 12.5766 17.9166 -15.7160
H 13.3396 19.3172 -17.8654
H 14.6171 19.1477 -16.6355
H 12.7794 21.7997 -14.6783
H 14.4874 21.5570 -14.6932
C 5.5113 23.8877 -6.1384
C 4.8139 22.9818 -5.1091
C 4.3230 21.8276 -6.0479
O 5.3447 21.7209 -7.0575
C 6.1577 22.9380 -7.1256
H 6.1741 24.5765 -5.6146
H 4.8136 24.5188 -6.6888
H 4.0316 23.5858 -4.6493
H 5.3979 22.5736 -4.2842
H 3.3926 22.0687 -6.5619
H 4.1845 20.8860 -5.5164
H 5.9750 23.4292 -8.0814
H 7.2319 22.9141 -6.9424
C 5.8129 34.8499 -16.5828
C 7.1558 34.1442 -16.4938
C 8.1387 35.2898 -16.5350
O 7.4367 36.3642 -17.1953
C 6.0406 35.9905 -17.5344
H 5.5830 35.2380 -15.5905
H 5.0154 34.1379 -16.7953
H 7.2926 33.5407 -17.3911
H 7.3668 33.4126 -15.7139
H 8.9731 35.0974 -17.2095
H 8.4230 35.6915 -15.5624
H 6.0046 35.5992 -18.5512
H 5.3833 36.8513 -17.4118
C 1.0913 28.0546 -13.3112
C 1.1745 28.1793 -11.7957
C 2.6216 28.7341 -11.4655
O 3.0545 29.0973 -12.8537
C 2.5229 28.2886 -13.8391
H 0.2966 28.6752 -13.7252
H 0.8493 27.0178 -13.5450
H 1.0800 27.1714 -11.3915
H 0.4570 28.9436 -11.4971
H 3.2960 28.0066 -11.0138
H 2.6899 29.5939 -10.7991
H 3.0762 27.3568 -13.9558
H 2.5196 28.7278 -14.8367
C 11.2574 26.9664 -1.5585
C 10.9776 27.6259 -2.8641
C 10.1723 28.8300 -2.4732
O 9.4686 28.4546 -1.2986
C 9.9257 27.1840 -0.8184
H 12.0885 27.4713 -1.0661
H 11.6005 25.9404 -1.6924
H 10.3936 26.9375 -3.4749
H 11.8794 28.0047 -3.3451
H 9.4235 29.0379 -3.2375
H 10.7821 29.7176 -2.3045
H 9.2400 26.3675 -1.0449
H 9.9984 27.2489 0.2673
C 3.5681 23.6235 -18.2535
C 4.9411 23.0862 -18.5046
C 5.7928 24.3659 -18.5770
O 4.8771 25.4606 -18.6792
C 3.5453 24.9578 -18.9983
H 3.3202 23.8937 -17.2270
H 2.8197 22.8672 -18.4903
H 4.7862 22.5290 -19.4286
H 5.1919 22.4445 -17.6600
H 6.2805 24.4624 -19.5471
H 6.5325 24.5721 -17.8035
H 3.5030 24.8809 -20.0848
H 2.7926 25.6554 -18.6309
C 15.9504 31.1799 -12.7952
C 15.8790 32.6895 -13.0227
C 15.0661 32.9050 -14.2687
O 14.5802 31.6076 -14.5732
C 15.5328 30.6036 -14.1293
H 15.2749 30.9425 -11.9734
H 16.9336 30.8372 -12.4728
H 16.8714 33.1163 -13.1676
H 15.3414 33.2020 -12.2250
H 15.6101 33.2040 -15.1646
H 14.2352 33.6013 -14.1550
H 16.3652 30.5078 -14.8263
H 15.0418 29.6316 -14.0807
C 20.9339 24.5358 -11.5308
C 21.2156 23.0136 -11.1028
C 21.2283 23.2013 -9.5646
O 20.1336 24.0901 -9.3310
C 20.0395 25.0752 -10.4228
H 20.4770 24.6728 -12.5109
H 21.8877 25.0602 -11.4730
H 22.1799 22.6592 -11.4670
H 20.4618 22.2710 -11.3640
H 22.1473 23.6150 -9.1494
H 21.1082 22.2699 -9.0112
H 20.3409 26.0328 -9.9985
H 19.0371 25.2495 -10.8138
*
```

Calculated values
Highest occupied orbital energy, eV: -9.34
Orbital gap, eV: 9.66
SMILES: C1CCOC1.C1CCOC1.C1CCOC1.C1CCOC1.C1CCOC1.C1CCOC1.C1CCOC1.C1CCOC1.C1CCOC1
ΔE to the lowest compared entry with this formula, charge and spin, kJ/mol: 435.04
Maximum force, eV/A: 3.15

=====

CIN2P | ωB97M-V/def2-TZVPD

Structure (ORCA input):
```
! RIJCOSX wB97M-V def2-TZVPD def2/J DEFGRID3
* xyz 0 1
N 1.6711 0.3214 1.3769
C 0.9941 -0.3649 0.7491
N -0.0519 -1.0564 0.0153
P -1.2203 -0.7030 -0.8807
I -1.3931 1.8028 -1.2606
*
```

Calculated values
Highest occupied orbital energy, eV: -10.28
Orbital gap, eV: 8.46
SMILES: N#C/N=P\I
ΔE to the lowest compared entry with this formula, charge and spin, kJ/mol: 29.68
Maximum force, eV/A: 5.06

=====

BF4H14O7 | ωB97M-V/def2-TZVPD

Structure (ORCA input):
```
! RIJCOSX wB97M-V def2-TZVPD def2/J DEFGRID3
* xyz -1 1
B -0.7908 -8.6207 3.2899
F 0.5118 -8.9972 3.3136
F -1.1736 -8.0035 4.3838
F -1.1487 -7.8634 2.1974
F -1.5382 -9.7519 3.2644
O 2.2394 -9.9207 2.2296
H 1.3111 -9.8028 2.4307
H 2.2636 -10.0642 1.2835
O -3.1125 -7.9184 2.0034
H -2.1630 -7.8828 2.1194
H -3.3084 -8.8509 1.9126
O -0.3086 -11.0131 2.5724
H -0.8481 -10.2351 2.7130
H 0.0032 -11.2500 3.4459
O 0.2422 -8.8942 5.6016
H 0.7267 -9.4226 4.9675
H -0.5056 -8.5549 5.1098
O -0.1493 -6.3678 3.2759
H -0.4818 -6.7580 4.0842
H -0.3240 -7.0252 2.6025
O -0.3497 -8.0295 0.0068
H -1.2390 -7.8740 0.3248
H 0.1977 -7.4422 0.5280
O -3.3280 -9.1917 4.3472
H -2.5474 -9.0839 3.8039
H -3.3630 -8.3956 4.8776
*
```

Calculated values
Highest occupied orbital energy, eV: -6.86
Orbital gap, eV: 10.05
ΔE to the lowest compared entry with this formula, charge and spin, kJ/mol: 1408.30
Maximum force, eV/A: 9.31

=====

C4H10N2O2 | ωB97M-V/def2-TZVPD

Structure (ORCA input):
```
! RIJCOSX wB97M-V def2-TZVPD def2/J DEFGRID3
* xyz 0 1
C 0.6132 1.0687 1.8430
C 0.2273 0.2359 0.6529
C 1.0329 -0.3537 -0.2827
N 0.3213 -0.7559 -1.3872
C -0.9045 -0.4549 -1.1203
N -1.0614 0.0842 0.1304
H 1.6983 1.0890 1.8582
H 0.2789 2.0935 1.6759
H 0.1763 0.6463 2.7450
H 2.1098 -0.4141 -0.2622
H -1.7798 -0.6421 -1.7223
H -1.7888 0.7102 0.4638
O 0.2608 -3.0608 1.1234
H 0.0034 -2.3876 0.4639
H 1.0488 -2.6406 1.5055
O -0.4335 2.6720 -1.3414
H -1.0391 3.3409 -1.0582
H 0.2860 3.2211 -1.7008
*
```

Calculated values
Highest occupied orbital energy, eV: -8.63
Orbital gap, eV: 9.01
SMILES: Cc1cnc[nH]1.O.O
ΔE to the lowest compared entry with this formula, charge and spin, kJ/mol: 162.61
Maximum force, eV/A: 1.70

=====

C33H27ClLiN5OS3 | ωB97M-V/def2-TZVPD

Structure (ORCA input):
```
! RIJCOSX wB97M-V def2-TZVPD def2/J DEFGRID3
* xyz -2 1
Li 0.7016 1.5265 -0.4773
C -1.5008 -0.7720 2.5697
C -1.1120 0.2266 1.5023
N 0.0104 0.0771 0.8348
N 0.8496 -0.8362 1.2396
C 1.9809 -0.9884 0.3621
S 2.8293 0.5519 -0.1800
S 3.1759 -2.0840 1.2828
C 3.7712 -0.8934 2.5070
C 2.7783 -0.4828 3.5622
C 2.0969 0.7272 3.4486
C 1.1821 1.1168 4.4145
C 0.9266 0.2979 5.5107
C 1.5951 -0.9134 5.6284
C 2.5145 -1.2981 4.6573
C -2.1191 1.2621 1.0309
C -3.1225 1.6151 2.1072
C -3.7997 2.7617 2.1249
C -3.5746 3.7989 1.1161
C -2.5784 3.6853 0.2416
C -1.5719 2.5723 0.3219
O -0.3969 2.9162 0.2244
H -0.8955 -1.6661 2.4021
H -2.5613 -1.0457 2.5228
H -1.2814 -0.4363 3.5907
H 4.1211 -0.0222 1.9501
H 4.6275 -1.3909 2.9695
H 2.2677 1.3353 2.5662
H 0.6457 2.0511 4.2966
H 0.2030 0.5973 6.2598
H 1.3938 -1.5654 6.4711
H 3.0175 -2.2563 4.7362
H -3.2985 0.8844 2.8846
H -4.5275 2.9434 2.9079
H -4.2310 4.6611 1.0906
H -2.3675 4.4380 -0.5085
N -1.0846 1.7338 -4.5996
C 0.2557 1.8051 -4.9130
C 0.9291 1.9888 -6.1114
C 2.3178 1.9883 -6.0591
C 2.9905 1.7983 -4.8471
C 2.3084 1.6148 -3.6514
C 0.9169 1.6307 -3.6855
N -0.0123 1.4726 -2.6621
C -1.1971 1.5331 -3.2424
C -2.4639 1.3765 -2.5582
C -3.6533 1.1925 -3.2102
S -5.1982 0.9161 -2.5830
C -2.7806 0.7694 -0.2315
N -2.2965 1.4731 -1.1711
H -1.8600 1.8534 -5.2238
H 0.3991 2.1198 -7.0478
H 2.8862 2.1259 -6.9712
H 4.0737 1.7834 -4.8434
H 2.8162 1.4247 -2.7112
H -3.5708 1.1506 -4.2974
H -3.4794 -0.0553 -0.3508
Cl -1.2695 -7.0049 0.2599
C -0.4359 -5.4962 -0.0844
C -1.1220 -4.2985 0.0275
C -0.4579 -3.1107 -0.2458
C 0.8791 -3.1017 -0.6369
C 1.6013 -1.8094 -0.9163
C 1.5332 -4.3237 -0.7447
C 0.8913 -5.5271 -0.4683
H -2.1595 -4.2961 0.3344
H -0.9854 -2.1686 -0.1458
H 0.9753 -1.1402 -1.5108
H 2.5106 -2.0078 -1.4880
H 2.5788 -4.3338 -1.0322
H 1.4133 -6.4716 -0.5471
*
```

Calculated values
Highest occupied orbital energy, eV: -0.84
Orbital gap, eV: 5.05
ΔE to the lowest compared entry with this formula, charge and spin, kJ/mol: 0.00
Maximum force, eV/A: 1.02

=====

C4H5N2O2 | ωB97M-V/def2-TZVPD

Structure (ORCA input):
```
! RIJCOSX wB97M-V def2-TZVPD def2/J DEFGRID3
* xyz -1 1
C 0.8538 -1.4759 0.4304
N 0.7162 -0.0042 0.4549
N -0.5253 0.3806 1.0236
C -1.3056 1.1329 0.1288
O -2.4293 1.4875 0.5125
C -0.4852 1.3252 -0.9084
C 0.6578 0.5695 -0.9344
O 1.5257 0.3745 -1.7809
H 0.0997 -1.8232 -0.3892
H 1.8894 -1.7404 0.0620
H 0.7337 -1.9542 1.4877
H -0.9653 -0.1785 1.7134
H -0.7655 1.9063 -1.8003
*
```

Calculated values
Highest occupied orbital energy, eV: -3.62
Orbital gap, eV: 7.63
SMILES: Cn1[nH]c([O-])cc1=O
ΔE to the lowest compared entry with this formula, charge and spin, kJ/mol: 155.20
Maximum force, eV/A: 5.71